i.
{
  "formula": "C3H9N",
  "method": "ωB97M-V with the def2-TZVPD basis set",
  "orbital_gap_ev": 7.6144,
  "species": ["C", "N", "C", "C", "H", "H", "H", "H", "H", "H", "H", "H", "H"],
  "xyz": [[-1.55101, -1.37424, -0.57341], [0.19889, 1.84899, -1.05435], [-0.95847, 2.31928, -0.69775], [0.78597, 0.73611, -1.20613], [-2.03869, -1.95679, -1.34887], [-1.82769, -0.32110, -0.54164], [-1.82361, -1.78793, 0.39693], [-1.24836, 3.17779, -1.28940], [-0.47768, -1.35344, -0.73280], [-1.49043, 1.97172, 0.17663], [4.37232, -1.75951, 4.00144], [4.22124, -2.38102, 4.38113], [1.83751, 0.88014, -1.51177]]
}

ii.
{
  "formula": "C3H9N",
  "method": "ωB97M-V with the def2-TZVPD basis set",
  "orbital_gap_ev": 9.9412,
  "species": ["C", "C", "H", "H", "H", "H", "C", "N", "H", "H", "H", "H", "H"],
  "xyz": [[2.23222, -1.34075, -2.35535], [1.97869, -0.07294, -2.61257], [2.86998, -1.50543, -1.49333], [1.93187, -2.25796, -2.83568], [2.31514, 0.76818, -2.01465], [1.37350, 0.35307, -3.41106], [-1.32607, 1.07568, 2.23711], [-2.40418, 0.11130, 2.16768], [-1.69942, 2.05862, 2.55004], [-0.75754, 1.12934, 1.31892], [-0.55483, 0.73597, 2.93445], [-2.75837, -0.20838, 3.05037], [-3.09629, 0.28862, 1.46196]]
}

Each structure's energy above the most stable one, in hartree: i 0.1267; ii 0.0000.

i.
{
  "formula": "H4N2Si",
  "method": "ωB97M-V with the def2-TZVPD basis set",
  "orbital_gap_ev": [8.5363, 7.8755],
  "species": ["N", "N", "Si", "H", "H", "H", "H"],
  "xyz": [[-1.38932, -0.59246, -0.11368], [0.82651, 0.94183, 0.70327], [0.25369, -0.35845, -0.27800], [-1.79340, -1.15655, 0.58344], [0.37770, 1.87134, 0.78008], [1.53969, -1.31355, -0.22206], [0.18513, 0.60785, -1.45305]]
}

ii.
{
  "formula": "H4N2Si",
  "method": "ωB97M-V with the def2-TZVPD basis set",
  "orbital_gap_ev": 8.7288,
  "species": ["N", "N", "Si", "H", "H", "H", "H"],
  "xyz": [[0.30553, 0.46295, 1.12828], [0.85370, -0.56491, 0.57707], [-0.31331, -0.27835, -0.71875], [0.89005, 1.07889, 1.66220], [0.92588, -0.95908, -1.26251], [-1.74496, -0.75693, -0.27918], [-0.91689, 1.01741, -1.10710]]
}

Each structure's energy above the most stable one, in hartree: i 0.0000; ii 0.0099.

i.
{
  "formula": "C2F2IO2",
  "method": "ωB97M-V with the def2-TZVPD basis set",
  "total_charge": -1,
  "orbital_gap_ev": 7.2257,
  "species": ["C", "C", "O", "O", "F", "F", "I"],
  "xyz": [[-0.02996, -0.42688, 1.31428], [-0.00228, 0.03458, -0.66094], [-0.56114, -1.46772, 1.32396], [0.53877, 0.49488, 1.78605], [1.26776, -0.23989, -1.09922], [-0.82026, -0.61568, -1.58244], [-0.39290, 2.22071, -1.08170]]
}

ii.
{
  "formula": "C2F2IO2",
  "method": "ωB97M-V with the def2-TZVPD basis set",
  "total_charge": -1,
  "orbital_gap_ev": 6.5142,
  "species": ["C", "C", "O", "O", "F", "F", "I"],
  "xyz": [[0.16576, 1.51350, 1.07682], [0.33544, -0.85786, -0.67553], [1.25743, 1.52929, 0.73153], [-0.89408, 1.58625, 1.50746], [-0.12505, -1.37927, 0.53150], [-0.63681, 0.11958, -0.93761], [-0.10268, -2.51149, -2.23418]]
}

Each structure's energy above the most stable one, in hartree: i 0.0000; ii 0.0134.

i.
{
  "formula": "C9H14O",
  "method": "ωB97M-V with the def2-TZVPD basis set",
  "multiplicity": 2,
  "total_charge": -1,
  "orbital_gap_ev": [2.8219, 6.9506],
  "species": ["C", "C", "H", "H", "H", "H", "H", "H", "C", "C", "C", "C", "C", "C", "C", "O", "H", "H", "H", "H", "H", "H", "H", "H"],
  "xyz": [[0.87085, -0.30529, -3.15324], [-0.12302, -0.61647, -4.28294], [1.36121, 0.66544, -3.18667], [0.31225, -0.29555, -2.21581], [1.59814, -1.09222, -3.03575], [-1.02349, -1.00472, -3.82121], [0.22926, -1.33077, -5.02379], [-0.37373, 0.26612, -4.87474], [-0.92021, -2.03589, 2.56907], [0.59387, 0.77779, 0.46587], [0.26930, 1.87220, 1.24008], [0.14568, -0.52062, 0.88487], [-0.42315, -0.65304, 2.16036], [-0.18311, 1.74634, 2.55974], [-0.49836, 0.42031, 3.02715], [0.62459, 3.12037, 0.73757], [1.29881, 0.91363, -0.33738], [0.31263, -1.37216, 0.23959], [0.04567, 2.54179, 3.25309], [-0.07696, 3.74963, 0.92370], [-1.48966, -2.42830, 1.73071], [-1.52535, -1.99601, 3.46518], [-0.97710, 0.26387, 3.98752], [-0.04812, -2.68644, 2.68702]]
}

ii.
{
  "formula": "C9H14O",
  "method": "ωB97M-V with the def2-TZVPD basis set",
  "multiplicity": 2,
  "total_charge": -1,
  "orbital_gap_ev": [3.2030, 7.1896],
  "species": ["C", "C", "H", "H", "H", "H", "H", "H", "C", "C", "C", "C", "C", "C", "C", "O", "H", "H", "H", "H", "H", "H", "H", "H"],
  "xyz": [[1.90658, 0.07589, -1.89253], [0.87626, -1.02492, -2.20037], [2.85591, -0.02236, -2.42196], [2.29045, -0.09701, -0.90831], [1.45097, 1.05164, -2.01706], [-0.08700, -0.58424, -2.43107], [1.15717, -1.63044, -3.06476], [0.67505, -1.61730, -1.32373], [1.48520, 0.05672, 2.12668], [-0.17502, 1.34486, 0.82441], [0.20779, 0.13996, 1.35560], [-1.45523, 1.58242, 0.24777], [-2.34598, 0.47306, 0.28211], [-0.70650, -0.96427, 1.39210], [-1.96271, -0.75450, 0.73063], [-3.64465, 0.68607, -0.23389], [0.59112, 2.11878, 0.77108], [-1.77516, 2.54254, -0.12720], [1.84094, 0.93417, 2.66323], [2.33393, -0.47242, 1.66371], [-0.45471, -1.86392, 1.93788], [-3.70895, 0.20443, -1.05836], [-2.67213, -1.57963, 0.67897], [1.31665, -0.59954, 3.00506]]
}

Each structure's energy above the most stable one, in hartree: i 0.0000; ii 0.0024.

i.
{
  "formula": "C3H7NO3S2",
  "method": "ωB97M-V with the def2-TZVPD basis set",
  "orbital_gap_ev": 6.8146,
  "species": ["C", "C", "C", "N", "O", "O", "O", "S", "S", "H", "H", "H", "H", "H", "H", "H"],
  "xyz": [[-1.83845, -1.45112, 0.38622], [-1.28275, -0.36949, -0.17163], [-1.28067, 0.89262, 0.41570], [-0.63623, 1.94803, 0.10234], [1.37528, 0.85792, -1.21785], [1.55672, -1.53674, -0.71170], [1.21350, 0.18659, 1.02224], [3.91016, 0.10739, 0.11661], [1.96459, -0.02870, -0.20143], [-1.87036, -2.35943, -0.05375], [-2.19021, -1.28162, 1.47086], [-0.88721, -0.55329, -1.07890], [-1.97462, 1.12474, 1.12914], [0.17228, 1.61537, -0.56687], [2.37587, -2.01503, -1.08712], [-0.60793, 2.86275, 0.44615]]
}

ii.
{
  "formula": "C3H7NO3S2",
  "method": "ωB97M-V with the def2-TZVPD basis set",
  "orbital_gap_ev": [7.4879, 7.4886],
  "species": ["N", "C", "C", "S", "C", "O", "S", "O", "O", "H", "H", "H", "H", "H", "H", "H"],
  "xyz": [[-1.48027, 0.99856, -0.55211], [-0.68157, 0.48455, 0.51566], [-0.60260, -1.01984, 0.61447], [-0.11120, -1.67691, -0.99877], [0.97474, 1.13455, 0.05453], [0.65246, 2.04502, -0.71091], [2.15757, -0.23736, -0.08654], [1.99928, -1.00400, 1.12531], [3.47831, 0.24010, -0.31300], [-2.47704, 1.30942, -0.40617], [-1.51024, 0.32465, -1.35513], [-0.94024, 0.89368, 1.48046], [-0.02728, -1.34273, 1.42726], [-1.64677, -1.20028, 0.81247], [0.56607, -2.84585, -0.66681], [-0.35122, 1.89644, -0.94070]]
}

Each structure's energy above the most stable one, in hartree: i 0.0000; ii 0.0623.

i.
{
  "formula": "C6H6N2O",
  "method": "ωB97M-V with the def2-TZVPD basis set",
  "orbital_gap_ev": 7.4121,
  "species": ["H", "N", "C", "N", "C", "C", "O", "C", "C", "C", "H", "H", "H", "H", "H"],
  "xyz": [[3.31929, -0.52434, 0.69257], [2.48395, 0.04323, 0.85485], [1.43047, -0.49065, 0.30748], [0.99320, -1.74367, -0.21037], [-0.16555, -1.53590, -0.92993], [-0.78733, -0.35799, -0.70372], [-1.92262, 0.33242, -0.85745], [-1.80114, 1.58408, 0.03806], [-0.43596, 1.38812, 0.70638], [0.23252, 0.28461, 0.13442], [1.59819, -2.59614, -0.21080], [-0.45633, -2.54246, -1.40243], [-2.67075, 1.72432, 0.69632], [-1.91692, 2.47738, -0.70216], [0.09898, 1.95696, 1.58678]]
}

ii.
{
  "formula": "C6H6N2O",
  "method": "ωB97M-V with the def2-TZVPD basis set",
  "orbital_gap_ev": 8.7395,
  "species": ["H", "N", "C", "N", "C", "C", "C", "C", "O", "C", "H", "H", "H", "H", "H"],
  "xyz": [[2.09758, 0.38113, 2.30233], [1.10909, 0.21498, 2.65788], [0.28596, 0.07409, 1.72533], [-1.11585, -0.11751, 2.07017], [-1.78435, -0.06148, 0.97969], [-0.83788, -0.05979, -0.24416], [0.40903, -0.02720, 0.26735], [1.32783, 0.14972, -0.88100], [0.56554, 0.14696, -2.09403], [-0.77434, -0.22634, -1.70955], [-2.81854, -0.06896, 1.01194], [1.81974, 1.10193, -0.83669], [2.00861, -0.75865, -0.85009], [-1.35260, 0.48775, -2.25986], [-0.93981, -1.23663, -2.13929]]
}

Each structure's energy above the most stable one, in hartree: i 0.0278; ii 0.0000.